P) The following is a DFT calculation (ωB97M-V/def2-TZVPD) of 2 unconnected molecules or ions with the total composition C6H15N3.

Structure (XYZ):
```
24
Properties=species:S:1:pos:R:3:nbo_charge:R:1
H 0.725 -0.140 -0.578 0.407
N 0.516 0.884 -0.341 -0.771
C 1.110 1.869 -0.865 0.466
C 2.055 1.841 -2.042 -0.687
N 0.807 3.127 -0.413 -0.819
H 1.705 2.513 -2.825 0.226
H 3.043 2.184 -1.734 0.219
H 2.137 0.835 -2.445 0.229
H 1.453 3.876 -0.594 0.380
H 0.299 3.170 0.455 0.396
C 0.785 -2.697 0.669 -0.049
N 0.009 -1.803 0.261 -0.410
C -1.254 -1.557 0.945 -0.079
C -2.332 -1.394 -0.125 -0.603
C -1.087 -0.267 1.742 -0.689
H 0.601 -3.313 1.558 0.140
H 1.744 -2.828 0.185 0.165
H -1.509 -2.406 1.607 0.161
H -2.420 -2.297 -0.727 0.204
H -3.293 -1.188 0.341 0.206
H -2.072 -0.562 -0.774 0.218
H -0.469 0.473 1.022 0.296
H -2.056 0.131 2.038 0.199
H -0.497 -0.451 2.639 0.194
```

Lowest unoccupied orbital energy: 0.96 eV
HOMO level: -8.513 eV
Charge: 0

Q) The following is a DFT calculation (ωB97M-V/def2-TZVPD) of 3 unconnected molecules or ions with the total composition C6H15N3.

Structure (XYZ):
```
24
Properties=species:S:1:pos:R:3:nbo_charge:R:1
C 0.007 -0.176 -0.464 0.239
C -0.420 0.120 1.906 -0.435
C -1.969 -1.553 0.386 -0.478
C -0.533 -0.083 -1.875 -0.658
C 1.096 -1.222 -0.329 -0.697
N -0.858 0.118 0.525 -0.424
C 0.910 1.716 -0.275 0.452
N 2.215 1.669 0.095 -0.858
N 0.327 2.794 -0.558 -0.774
H 2.534 0.902 0.659 0.384
H 2.695 2.548 0.248 0.386
H -0.666 2.696 -0.750 0.357
H -1.302 0.009 2.538 0.210
H 0.006 1.096 2.141 0.216
H 0.287 -0.670 2.186 0.168
H -1.462 -2.316 0.973 0.188
H -2.839 -1.128 0.872 0.205
H -2.178 -1.873 -0.627 0.197
H -1.417 0.551 -1.899 0.227
H 0.234 0.346 -2.521 0.234
H -0.792 -1.067 -2.268 0.203
H 1.916 -0.964 -1.002 0.235
H 1.494 -1.318 0.678 0.208
H 0.715 -2.197 -0.637 0.216
```

Lowest unoccupied orbital energy: 0.68 eV
HOMO level: -7.472 eV
Charge: 0

Most stable one: P), least stable one: Q).

P) The following is a DFT calculation (ωB97M-V/def2-TZVPD) of a single C20H27N3O3S molecule.

Structure (XYZ):
```
54
Properties=species:S:1:pos:R:3:nbo_charge:R:1
C 1.226 3.062 -0.106 -0.611
C 1.637 1.605 -0.308 -0.224
N 3.077 1.433 -0.205 -0.460
C 3.848 1.962 -1.311 -0.202
C 3.806 1.168 -2.623 -0.637
C 3.528 0.158 0.305 -0.039
C 3.218 0.027 1.816 -0.417
C 2.263 -1.168 1.959 -0.243
N 1.797 -1.427 0.614 -0.405
C 0.551 -1.642 0.174 0.657
O 0.284 -1.746 -1.017 -0.636
C -0.559 -1.740 1.159 0.042
C -1.782 -2.406 0.892 -0.303
C -2.582 -2.054 1.941 0.281
C -4.054 -2.205 2.142 -0.113
O -4.741 -1.644 1.034 -0.516
C -4.212 -0.442 0.591 0.340
C -4.112 0.673 1.407 -0.278
C -3.529 1.834 0.926 -0.212
C -3.043 1.878 -0.368 -0.214
C -3.149 0.773 -1.195 -0.214
C -3.728 -0.395 -0.721 -0.239
S -3.903 -1.869 -1.671 0.258
C -2.555 -1.716 -2.884 -0.751
O -1.890 -1.257 2.773 -0.258
N -0.645 -1.072 2.286 -0.123
C 2.861 -1.099 -0.307 -0.259
H 1.705 3.462 0.784 0.211
H 1.500 3.682 -0.955 0.198
H 0.147 3.117 0.021 0.211
H 1.235 1.245 -1.268 0.175
H 1.171 1.016 0.481 0.200
H 4.888 2.039 -0.977 0.189
H 3.491 2.976 -1.499 0.195
H 4.260 0.187 -2.501 0.199
H 4.357 1.707 -3.390 0.214
H 2.783 1.040 -2.967 0.205
H 4.607 0.121 0.135 0.207
H 4.127 -0.131 2.392 0.217
H 2.753 0.946 2.165 0.224
H 1.426 -0.964 2.623 0.255
H 2.804 -2.053 2.316 0.186
H -2.016 -3.022 0.052 0.262
H -4.352 -3.256 2.166 0.221
H -4.341 -1.719 3.084 0.194
H -4.478 0.627 2.421 0.220
H -3.447 2.696 1.569 0.216
H -2.579 2.778 -0.743 0.214
H -2.764 0.820 -2.200 0.219
H -2.511 -2.676 -3.388 0.232
H -1.618 -1.527 -2.366 0.258
H -2.779 -0.938 -3.608 0.208
H 3.576 -1.927 -0.353 0.198
H 2.440 -0.934 -1.298 0.247
```

Lowest unoccupied orbital energy: 0.77 eV
HOMO level: -7.984 eV
Charge: 0

Q) The following is a DFT calculation (ωB97M-V/def2-TZVPD) of a single C20H27N3O3S molecule.

Structure (XYZ):
```
54
Properties=species:S:1:pos:R:3:nbo_charge:R:1
C -1.701 -3.411 -0.292 -0.613
C -2.715 -2.370 0.182 -0.229
N -2.680 -1.183 -0.646 -0.410
C -3.633 -1.105 -1.733 -0.230
C -5.049 -0.774 -1.243 -0.215
N -5.067 0.387 -0.391 -0.440
C -4.798 1.651 -1.053 -0.241
C -5.147 2.686 0.016 -0.405
C -6.241 2.008 0.859 -0.411
C -6.329 0.585 0.298 -0.213
C -1.776 -0.193 -0.523 0.659
O -1.709 0.746 -1.305 -0.631
C -0.787 -0.242 0.590 0.050
C 0.458 0.442 0.530 -0.312
C 1.020 0.204 1.749 0.281
C 2.329 0.609 2.346 -0.111
O 3.307 0.867 1.374 -0.495
C 3.715 -0.152 0.558 0.354
C 3.327 -1.476 0.654 -0.298
C 3.828 -2.411 -0.242 -0.213
C 4.712 -2.025 -1.229 -0.223
C 5.110 -0.700 -1.331 -0.219
C 4.616 0.240 -0.446 -0.243
S 5.013 1.957 -0.444 0.280
C 6.148 2.115 -1.856 -0.747
O 0.185 -0.553 2.481 -0.266
N -0.927 -0.819 1.758 -0.123
H -0.691 -3.017 -0.214 0.209
H -1.772 -4.305 0.322 0.213
H -1.883 -3.686 -1.329 0.204
H -2.509 -2.094 1.216 0.246
H -3.722 -2.786 0.125 0.198
H -3.653 -2.060 -2.268 0.198
H -3.284 -0.325 -2.412 0.243
H -5.698 -0.654 -2.133 0.171
H -5.441 -1.613 -0.659 0.191
H -3.754 1.709 -1.359 0.237
H -5.440 1.780 -1.944 0.150
H -5.483 3.623 -0.426 0.208
H -4.270 2.891 0.627 0.209
H -5.960 1.990 1.911 0.208
H -7.198 2.521 0.774 0.206
H -6.449 -0.170 1.078 0.198
H -7.184 0.501 -0.398 0.155
H 0.843 1.007 -0.290 0.261
H 2.657 -0.159 3.062 0.199
H 2.215 1.557 2.885 0.226
H 2.637 -1.798 1.419 0.218
H 3.517 -3.441 -0.160 0.216
H 5.101 -2.751 -1.927 0.214
H 5.801 -0.415 -2.107 0.215
H 5.646 1.824 -2.774 0.219
H 7.041 1.520 -1.688 0.218
H 6.412 3.167 -1.899 0.236
```

Lowest unoccupied orbital energy: 0.78 eV
HOMO level: -7.974 eV
Charge: 0

Most stable one: Q), least stable one: P).

P) The following is a DFT calculation (ωB97M-V/def2-TZVPD) of a gas-phase ion, C8H15N2O (charge +1).

Structure (XYZ):
```
26
Properties=species:S:1:pos:R:3:nbo_charge:R:1
C -0.149 1.981 0.289 -0.159
N -1.361 1.610 -0.300 -0.566
C -1.619 0.297 -0.295 0.603
C -2.957 -0.052 -0.764 -0.685
N -0.796 -0.587 0.144 -0.376
C -0.831 -2.037 -0.083 -0.454
C 0.611 0.046 0.388 0.160
C 1.180 -0.228 1.734 -0.704
C 1.579 -0.011 -0.816 0.522
C 3.017 0.099 -0.541 -0.754
O 1.139 -0.156 -1.948 -0.514
H -0.152 2.282 1.351 0.211
H 0.348 2.732 -0.363 0.229
H -2.209 2.109 -0.277 0.421
H -3.573 0.749 -0.525 0.238
H -3.350 -0.994 -0.381 0.258
H -2.967 0.049 -1.873 0.281
H -0.490 -2.577 0.898 0.238
H -1.804 -2.480 -0.541 0.257
H -0.064 -2.380 -0.856 0.249
H 0.488 -0.327 2.612 0.255
H 1.997 0.531 1.904 0.255
H 1.556 -1.204 1.818 0.243
H 3.332 0.052 0.474 0.233
H 3.407 1.086 -0.914 0.276
H 3.666 -0.593 -1.137 0.283
```

Lowest unoccupied orbital energy: -3.61 eV
HOMO level: -13.529 eV
Charge: +1

Q) The following is a DFT calculation (ωB97M-V/def2-TZVPD) of 2 unconnected molecules or ions with the total composition C8H15N2O.

Structure (XYZ):
```
26
Properties=species:S:1:pos:R:3:nbo_charge:R:1
C 1.979 3.163 -0.976 -0.288
C 1.724 1.743 -0.963 -0.402
C 0.876 3.764 -0.408 -0.056
C 0.557 1.622 -0.246 0.244
C -0.334 -3.017 0.271 -0.431
C 1.413 -1.536 0.847 -0.409
C -2.715 -0.230 0.494 -0.277
C -0.688 -0.673 -0.218 0.274
N -0.012 2.801 0.012 -0.571
N 0.310 -1.746 -0.098 -0.420
O -1.487 -0.666 0.933 -0.521
H 2.717 3.664 -1.639 0.252
H 2.334 0.824 -1.253 0.228
H 0.574 4.785 -0.252 0.230
H -0.936 -2.948 1.236 0.270
H -1.020 -3.399 -0.639 0.238
H 0.443 -3.711 0.290 0.225
H 2.071 -2.377 0.498 0.221
H 1.856 -0.606 0.633 0.252
H 1.120 -1.592 1.924 0.257
H -2.566 0.866 0.341 0.188
H -3.528 -0.447 1.332 0.232
H -3.109 -0.674 -0.412 0.184
H -1.425 -0.667 -1.057 0.213
H -0.837 2.980 0.418 0.415
H 0.682 -1.924 -1.066 0.451
```

Lowest unoccupied orbital energy (spin up / spin down): -4.04 / -4.21 eV
HOMO level (spin up / spin down): -11.507 / -11.689 eV
Charge: +1

Most stable one: P), least stable one: Q).